83
Properties=species:S:1:pos:R:3:forces:R:3:mulliken_charge:R:1 method="wB97M-V/def2-TZVPD" energy_ha=-2402.6710 homo_energy_ev=-10.4385 lumo_energy_ev=-4.499 charge=+1
C 0.683903 6.271097 -1.381555 0.163 -0.156 -0.653 -1.627
H 1.225330 6.403714 1.677065 0.001 -0.290 -0.007 0.390
O -3.789645 -2.807957 3.135564 0.168 -0.175 -0.132 -0.616
Sr -0.241524 2.574692 -2.359728 2.457 -0.035 1.061 1.417
O -0.350617 -0.545427 0.863789 0.494 0.072 -0.332 -0.254
H 2.207494 -3.247382 -2.915613 0.116 -0.013 0.047 0.219
H -4.357812 -1.638349 -3.961832 -0.023 0.032 -0.095 0.398
H 2.987843 1.024459 2.307240 -0.090 0.141 -0.037 0.280
Ca 0.272508 -0.991330 -3.576928 1.607 0.311 1.933 1.481
H -0.669435 -3.399524 2.060737 0.025 0.253 0.031 0.113
H -1.166864 -3.684727 -3.747389 -0.095 -0.079 0.074 0.154
H -3.147884 2.182225 2.120155 -0.275 -0.095 0.052 0.324
O 3.296463 1.593162 -4.199356 -0.311 -0.422 1.357 -0.696
O 1.585578 -2.707249 -2.414687 -0.196 0.032 -0.380 -0.360
H 2.444517 2.670206 1.991169 0.052 0.169 -0.161 0.182
H 4.048039 -0.371110 0.560519 0.076 -0.107 -0.230 0.284
H -2.526581 -4.114998 -1.593830 0.010 0.045 0.069 0.243
H -3.587171 -1.663054 0.627012 -0.071 -0.081 -0.145 0.460
O 2.357849 2.805558 -2.551452 -1.311 -0.623 0.373 -0.933
H -3.619378 -2.951110 -4.888626 -0.040 0.065 -0.051 0.316
H 1.402744 -2.107407 -0.529617 -0.030 -0.129 0.325 -0.842
C -2.633147 -2.510627 -3.026078 -0.016 0.063 -0.099 1.062
O -0.603883 2.481304 2.613128 -0.087 0.195 -0.026 -0.526
H 5.459743 0.662237 0.615203 -0.077 0.267 0.008 0.366
H -0.153939 7.009488 0.887363 -0.415 -0.273 0.003 0.361
H -2.418314 0.585836 1.892105 -0.129 -0.093 0.024 -0.166
C -1.525690 1.773076 3.440357 0.005 -0.195 0.008 0.419
H -0.371459 -1.465592 0.566886 -0.231 -0.066 0.210 -0.113
H -1.573696 -0.048599 4.622920 -0.003 -0.073 -0.093 0.390
O 1.566152 0.762863 -3.050994 -1.837 -0.645 -0.052 -0.628
H 3.717218 -3.796957 -1.502585 0.042 0.052 0.013 0.414
H -2.857476 -1.364651 -4.881629 -0.024 0.110 0.116 0.301
C 3.254402 1.966951 1.807884 0.433 -0.805 0.208 -1.393
H -3.475146 0.865428 3.310186 -0.178 -0.005 -0.111 0.453
H 2.569533 1.373929 -0.106878 0.104 0.229 -0.236 -0.687
H -3.548370 -4.495565 -2.994690 0.337 0.091 -0.156 0.490
H 1.338501 5.898180 -2.175619 0.090 0.138 0.067 0.359
O 4.030700 2.853130 -0.291579 -0.386 0.106 0.136 -0.672
H -2.058787 -2.500653 0.232326 0.029 0.272 0.142 -0.407
C 2.518388 1.709404 -3.243024 0.389 1.365 -2.504 0.560
C -0.243780 0.199429 -0.239851 -0.015 0.938 -1.422 0.045
C -3.409099 -2.079310 -4.265574 0.083 -0.402 0.206 -1.364
C 0.346259 6.064588 1.117126 0.690 1.049 0.203 -1.345
H 1.242223 -4.412587 0.474743 0.021 -0.067 -0.121 0.384
C -3.227117 -3.698860 -2.313527 -0.559 -0.449 -0.091 -1.471
H -4.433690 -2.120408 2.940024 -0.090 -0.018 0.117 0.360
H -2.569501 -1.681137 -2.315701 0.215 -0.008 -0.048 -0.062
C 3.528069 1.684603 0.334977 -0.153 0.107 0.216 1.945
O -0.149117 4.258237 -0.428224 0.650 -0.392 -0.159 -0.629
H 3.535050 -3.559359 0.215313 -0.276 -0.021 0.046 0.390
O -0.009265 1.419158 -0.142050 -0.417 0.041 0.724 0.343
H -2.265301 -1.520916 2.635445 -0.018 -0.181 0.027 -0.781
C -1.532827 -3.504544 2.722257 0.038 -0.633 0.090 -1.389
H -3.432215 -3.463125 0.632187 -0.288 0.196 -0.004 0.510
O -0.423898 -0.332234 -1.386002 -0.562 -0.908 -0.304 -0.092
C 3.279018 -3.128425 -0.753325 0.435 -0.026 0.131 -1.426
H -0.262580 5.467046 1.788389 -0.027 -0.231 -0.129 0.302
H -1.844233 2.495003 4.194125 -0.058 0.081 -0.091 0.369
H 1.786406 4.964826 -0.108452 -0.018 -0.109 0.186 0.096
H 4.682728 0.413479 -0.946428 -0.072 -0.181 -0.008 0.353
H 3.452610 3.043743 -1.048342 0.200 -0.103 -0.281 0.443
H 4.175199 2.302825 2.289678 -0.092 0.238 -0.016 0.437
H 0.946817 7.302009 -1.157874 0.127 -0.011 -0.004 0.446
C 1.030356 -4.249176 -0.590366 -0.140 0.159 1.135 -1.377
H -0.052112 -4.111967 -0.625196 0.008 -0.104 -0.444 0.121
H -0.205800 0.992808 4.960203 0.014 0.028 -0.075 0.375
C -2.743735 1.313124 2.640746 0.595 0.390 -0.055 -0.857
O -1.237984 -2.800796 -3.369518 -0.233 0.380 -0.281 -0.343
H -1.855229 -4.544255 2.604785 -0.182 0.105 0.061 0.403
C -2.947609 -2.511908 0.871982 0.017 -0.749 0.286 -0.726
H -0.193224 0.060623 3.481921 -0.184 -0.121 -0.106 0.087
H 1.357160 -5.155579 -1.095673 -0.079 0.072 -0.284 0.410
C -2.626019 -2.528586 2.372827 0.374 0.952 -0.433 1.669
C 4.494176 0.528213 0.121104 -0.036 -0.070 0.332 -1.491
H -0.404751 1.950951 1.830179 0.050 -0.172 0.072 0.003
H -0.327405 6.270626 -1.800546 -0.122 0.096 0.332 0.324
C 1.792918 -3.013825 -0.987904 0.142 0.299 -0.675 1.833
H 3.775019 -2.160343 -0.792218 -0.034 -0.003 -0.263 0.367
C -0.844113 0.617032 4.157788 0.281 0.137 0.332 -1.084
H 0.085499 3.601719 0.246815 -0.335 -0.018 0.102 0.040
C 0.781001 5.381138 -0.166368 -0.814 -0.165 -0.148 1.071
H -1.194792 -3.372246 3.748999 -0.033 0.005 -0.002 0.406
H -4.145196 -3.436266 -1.786397 0.125 0.222 0.091 0.390



55
Properties=species:S:1:pos:R:3:forces:R:3:nbo_charge:R:1 method="wB97M-V/def2-TZVPD" energy_ha=-10167.5354 homo_energy_ev="-8.7250 / -8.7248" lumo_energy_ev="-1.433 / -1.432" spin_multiplicity=2 charge=0
Cl 10.713077 18.263415 10.442162 0.133 0.556 -0.212 0.034
C 10.194353 17.085318 9.295078 -0.190 0.354 1.525 -0.140
C 7.122168 13.268615 13.450163 -0.626 1.134 -0.052 -0.139
C 9.475314 14.781843 8.983689 -0.472 0.522 0.950 -0.537
C 9.687940 15.912189 9.811791 0.117 -1.746 -1.159 0.059
H 6.961558 8.594862 7.199652 0.118 -0.211 -0.046 0.245
C 10.047661 8.709467 7.096202 0.009 -1.122 -0.382 -0.598
O 6.929175 12.484947 8.231625 -0.062 -0.099 0.592 -1.106
H 14.105884 13.010792 9.112381 -0.240 -0.096 0.056 0.238
H 11.710267 12.812429 8.413377 -0.156 0.250 0.245 0.226
C 11.984910 12.789084 9.468739 0.329 -0.954 -0.918 0.102
H 12.861351 12.479109 13.147562 -0.297 -0.158 0.419 0.235
Cl 10.069640 16.380916 5.345402 -0.020 0.475 0.443 0.041
H 10.336318 12.389208 13.657903 0.235 0.276 -0.398 0.206
Br 5.024884 11.764312 16.735621 -0.010 0.007 -0.057 0.070
Cl 10.932616 18.767355 7.308662 -0.130 -0.100 0.089 0.049
H 14.667356 12.578707 11.438858 -0.596 0.192 0.219 0.229
C 8.027380 12.263315 13.171671 -1.093 -0.013 -0.059 0.090
O 6.870494 11.005262 10.289314 -0.715 0.701 -0.139 -1.075
S 8.884109 9.304054 8.371326 -0.023 -1.620 -1.004 1.298
H 10.399619 10.502783 5.879719 -0.850 -0.358 0.037 0.232
O 6.718532 13.563946 10.540576 0.916 0.195 0.315 -1.086
C 9.598117 15.027749 7.646523 0.039 0.353 -0.861 -0.048
C 9.810620 9.562393 5.844006 -0.477 -0.557 -1.097 -0.425
C 12.586722 12.502012 12.112013 0.897 0.336 -0.784 -0.210
C 9.922076 16.268498 7.072530 0.376 -0.707 -0.126 -0.073
H 5.543144 13.886184 14.879335 0.725 -0.315 -0.644 0.236
Se 6.041139 12.348554 9.668440 0.090 -0.293 -1.224 2.705
C 13.603651 12.640789 11.169954 0.990 -0.217 0.082 -0.135
C 8.246187 9.619483 5.689694 0.498 -0.132 0.391 -0.417
Cl 9.450403 15.685845 11.523154 0.073 0.122 -0.024 0.009
C 6.265430 13.111932 14.548633 -0.816 0.753 0.121 -0.243
H 10.071766 9.018903 4.901737 0.643 0.397 0.961 0.228
C 6.212240 11.935744 15.275796 0.644 -0.527 -0.264 -0.090
H 11.043052 8.792996 7.519487 0.172 -0.043 -0.014 0.240
H 7.057587 14.168793 12.788254 0.138 -0.937 0.851 0.263
C 10.166325 12.478462 12.574633 -0.050 -1.062 -0.446 0.168
C 13.314034 12.828175 9.833175 0.223 0.247 0.240 -0.236
C 11.295301 12.481823 11.630542 0.633 0.277 1.422 0.135
H 9.835778 7.605174 6.881039 0.091 1.451 0.511 0.237
C 10.290807 17.290694 7.935678 0.136 0.231 -1.012 -0.090
O 9.427754 10.662718 8.709735 0.349 1.061 0.092 -1.019
H 7.025608 9.896239 15.420801 -0.121 0.601 -0.083 0.233
Cl 9.371745 13.684852 6.521801 0.033 -0.244 0.339 0.014
O 4.478306 12.536534 9.454954 -0.458 -0.764 0.278 -0.963
N 11.033549 12.515790 10.339634 -0.927 0.624 -0.546 -0.492
H 7.856253 10.518214 5.229205 0.203 0.274 -0.087 0.245
C 7.628292 9.445443 7.074944 -0.487 0.681 0.893 -0.629
C 7.966298 11.081083 13.896656 -0.573 0.337 0.337 -0.223
H 8.606340 10.294851 13.603215 0.630 -0.881 -0.191 0.214
H 7.954843 8.778808 5.037487 0.040 0.294 0.350 0.212
N 8.982368 12.419575 12.114229 0.202 -0.076 1.002 -0.445
H 7.077952 10.305799 7.456389 -0.229 0.289 -0.345 0.301
C 7.046791 10.877250 14.930541 0.433 -0.042 -0.283 -0.224
Yb 8.704299 12.562872 9.702694 -0.496 0.282 -0.306 1.847



24
Properties=species:S:1:pos:R:3:forces:R:3:nbo_charge:R:1 method="wB97M-V/def2-TZVPD" energy_ha=-5611.1828 homo_energy_ev=-8.1187 lumo_energy_ev=-0.254 charge=0
H -0.444551 4.571789 -0.919127 0.257 1.152 0.662 0.216
C 0.332528 -3.479051 0.937533 -1.341 0.731 -0.717 -0.217
Br 0.762483 0.858885 -2.325369 0.732 0.017 0.196 0.067
C -0.491842 3.560511 -0.614194 -0.365 -3.161 0.479 -0.178
C 0.698018 -0.889342 -0.081775 2.260 -1.129 0.521 -0.127
C -1.508665 2.826881 -1.411378 1.118 0.768 -0.959 -0.267
H -0.651902 -3.748726 -1.090559 0.241 -0.044 0.918 0.219
H 0.498831 1.175387 1.428744 0.032 -0.618 1.838 0.220
C 0.750165 0.510502 -0.446660 -0.180 1.491 -0.136 -0.027
H -0.254984 -1.560521 -1.969726 0.718 -0.335 1.526 0.241
H 1.238587 -2.765952 2.891085 0.025 0.258 -2.467 0.236
Br -2.959769 0.641955 -2.446702 -0.753 -0.375 -1.115 0.082
C -0.124358 -3.075404 -0.394441 1.218 -0.872 0.665 -0.205
C 0.348292 2.925212 0.265186 -0.249 2.705 -0.784 -0.207
C 1.047037 -2.578466 1.757939 -0.453 0.171 -0.759 -0.215
H 1.825862 -0.568806 1.687661 0.179 -0.104 0.028 0.207
C 1.331904 -1.346943 1.115622 -1.343 0.776 0.987 -0.188
H -1.717237 3.272232 -2.376255 -0.039 0.170 -0.156 0.210
C 0.169839 -1.825483 -0.951717 -1.830 -0.842 0.047 -0.194
H -2.009270 1.076527 -0.307956 0.671 0.080 0.138 0.215
C -1.971481 1.609176 -1.246252 -0.956 -0.019 1.905 -0.267
H -0.066766 -4.397112 1.394520 0.378 0.277 -0.549 0.217
C 0.570296 1.503414 0.446034 -0.286 -0.162 -1.688 -0.256
H 0.892518 3.644060 0.927998 -0.032 -0.937 -0.580 0.220



8
Properties=species:S:1:pos:R:3:forces:R:3:nbo_charge:R:1 method="wB97M-V/def2-TZVPD" energy_ha=-488.4881 homo_energy_ev="-5.5577 / -5.5620" lumo_energy_ev="-1.803 / -1.807" charge=0
Li -2.097423 2.046521 1.954900 0.311 -0.891 -0.931 0.828
F 1.449145 1.233742 -0.110085 2.458 0.065 0.690 -0.931
C -0.943959 -0.915078 -0.204457 0.978 -0.444 0.284 -0.055
O 1.321648 -2.002944 -0.178161 -0.251 0.475 -0.049 -0.881
O -1.803264 0.083448 -0.102677 -1.448 0.601 0.599 -0.941
Ag -0.332791 1.364260 -0.997054 -1.520 0.454 -0.706 0.832
C 0.158423 -1.463110 -0.174301 0.069 0.001 0.037 0.188
Li 2.248219 -0.346839 -0.188165 -0.597 -0.260 0.075 0.961



13
Properties=species:S:1:pos:R:3:forces:R:3:nbo_charge:R:1 method="wB97M-V/def2-TZVPD" energy_ha=-1027.4975 homo_energy_ev=-8.6873 lumo_energy_ev=-0.669 charge=0 smiles="CSC(=S)[C@H]1CO1"
H 2.757887 1.193107 -0.741608 -0.733 -1.102 -0.753 0.257
C -2.559690 -0.402718 0.513759 2.668 2.657 1.738 -0.086
H 3.741171 -0.103780 -0.289779 1.338 -1.495 0.167 0.240
H -3.137695 -1.279929 0.507622 -1.280 -0.766 1.227 0.198
S -0.216275 1.849993 -0.078918 0.560 -2.472 -0.843 -0.028
C -1.378161 -0.674204 -0.309542 0.621 2.339 -0.757 -0.078
O -2.574001 0.197163 -0.731402 1.301 -2.134 -1.015 -0.432
H -1.117235 -1.698411 -0.467597 -0.909 -0.759 -1.419 0.209
S 1.339806 -0.845538 -0.124080 0.011 0.954 -0.986 0.302
H 2.708566 0.978101 0.816322 0.531 -1.812 -0.396 0.246
C 2.798078 0.285926 -0.095795 -2.857 4.009 1.310 -0.775
C -0.131463 0.169806 -0.350713 0.357 2.036 2.584 -0.259
H -2.230990 0.330489 1.351737 -1.608 -1.456 -0.859 0.207